A structure of composition C24H24FeGeI2O4Te. Source: the OMol25 dataset; level of theory: ωB97M-V/def2-TZVPD.

The geometry in XYZ format:
```
57
Properties=species:S:1:pos:R:3:mulliken_charge:R:1
Fe 0.01441 -0.11213 -0.03910 0.56
O 0.95456 2.30437 -0.33790 -0.33
C 0.72277 2.00297 0.94559 0.77
O -0.34865 2.21046 1.44861 -0.54
C 1.78561 1.04521 1.61124 0.42
O 2.10078 1.18788 2.76209 -0.65
O 2.00825 0.09659 0.74852 -0.60
I -1.54591 0.18546 -2.35821 -0.11
C -1.93991 -0.07082 -0.20106 -1.02
I -0.16468 -3.09808 0.31061 -0.25
H -2.57226 -0.95118 -0.15681 0.50
H -2.47103 0.83458 0.08272 0.52
C -3.30090 -5.35900 6.51420 -1.47
C -2.50553 -4.48446 5.58896 0.64
C -1.12296 -4.57630 5.52305 -0.94
C -0.37185 -3.77309 4.67363 0.89
C 1.12169 -3.95036 4.65015 -1.62
C -1.04629 -2.84380 3.86613 0.03
Te 0.08140 -1.58645 2.62926 0.56
C -2.44791 -2.73384 3.90440 0.92
C -3.24265 -1.81030 3.02439 -1.61
C -3.14789 -3.56299 4.77208 -0.82
H -2.65464 -5.98736 7.12497 0.35
H -3.97049 -6.01076 5.95044 0.33
H -3.91892 -4.75679 7.18150 0.35
H -0.60936 -5.29488 6.15135 0.25
H 1.41169 -4.76481 5.31168 0.37
H 1.64527 -3.04792 4.96844 0.36
H 1.48024 -4.17959 3.64510 0.33
H -2.68629 -0.92561 2.72062 0.36
H -4.14804 -1.48722 3.53672 0.42
H -3.54426 -2.33098 2.11144 0.26
H -4.22901 -3.48316 4.81115 0.42
Ge 2.51786 2.03151 -1.29590 0.68
C 4.05424 2.25333 -0.14356 0.19
C 4.98339 1.23743 0.06200 0.08
C 6.07441 1.44234 0.89135 -0.72
C 6.23728 2.66146 1.53320 -0.36
C 5.31564 3.67969 1.34187 -0.69
C 4.23181 3.47565 0.50104 -0.31
C 2.29854 0.44375 -2.40819 -0.01
C 2.38076 -0.89397 -2.01123 0.44
C 2.11206 -1.91681 -2.90901 -0.78
C 1.76993 -1.62962 -4.22091 -0.42
C 1.71008 -0.30862 -4.63940 -0.60
C 1.97262 0.71338 -3.73925 -0.72
H 2.36288 3.22850 -2.24607 -0.25
H 4.84718 0.27339 -0.41424 0.28
H 6.79089 0.64685 1.04826 0.39
H 7.08387 2.81709 2.18971 0.38
H 5.43818 4.62788 1.84794 0.38
H 3.51730 4.27896 0.35385 0.39
H 2.67355 -1.14771 -1.00211 0.48
H 2.16782 -2.94597 -2.57745 0.47
H 1.55532 -2.43074 -4.91607 0.39
H 1.45139 -0.07296 -5.66344 0.38
H 1.89304 1.73929 -4.08066 0.25
```

Highest occupied orbital energy (spin up / spin down) (hartree): -0.292 / -0.311
Multiplicity: 5
Frontier orbital gap (spin up / spin down) (eV): 6.5 / 7.0

A cluster of 2 separate species, C4H6Br2O in total. Source: the OMol25 dataset; level of theory: ωB97M-V/def2-TZVPD.

The geometry in XYZ format:
```
13
Properties=species:S:1:pos:R:3:mulliken_charge:R:1
C 2.48814 -1.75824 0.25612 0.08
C -1.40327 1.28719 -1.05768 -1.33
C -0.47698 0.42508 1.05033 -1.20
C -1.28498 0.26855 0.01613 0.78
O 1.65841 -2.37802 -0.30237 -0.30
Br 2.98238 0.08168 -0.02179 -0.13
Br -2.41294 -1.21884 0.03671 -0.16
H 3.09736 -2.36194 1.01408 0.36
H -0.66342 1.96202 -1.00739 0.41
H -1.42501 0.91317 -1.97605 0.45
H -2.43630 1.73526 -1.08939 0.30
H -0.28888 -0.14069 1.93321 0.35
H 0.16549 1.18478 1.14807 0.40
```

Highest occupied orbital energy (hartree): -0.337
Relative energy (zero: lowest compared OMol25 entry of this formula, charge and spin) (eV): 1.8034
Multiplicity: 1
Frontier orbital gap (eV): 9.7
SMILES string: C=C(C)Br.O=CBr

A cluster of 4 separate species, C23H27N4O4P2 in total. Source: the OMol25 dataset; level of theory: ωB97M-V/def2-TZVPD.

The geometry in XYZ format:
```
60
Properties=species:S:1:pos:R:3:mulliken_charge:R:1
N -3.72182 -2.88797 2.67810 -0.62
C -4.18309 -1.54023 2.14519 -0.41
N -3.17655 -1.11875 1.10836 0.38
C -1.84141 -0.49996 1.25321 -0.12
C -1.28162 -0.34250 -0.19723 -0.39
P 0.38571 0.36828 -0.73893 -0.17
P 1.81174 -1.28572 -0.65643 1.13
O 2.98244 -0.86972 0.25777 -0.61
O 1.13384 -2.76277 -0.07207 -0.47
O 2.33645 -1.55027 -2.29415 -0.51
N -2.28238 -0.84724 -1.16902 -0.06
C -3.38709 -1.27084 -0.32035 0.06
N -4.64678 -1.82852 -0.93502 -0.52
C -5.38763 -0.74753 -1.21464 0.80
O -5.89419 0.35940 -1.54109 -0.36
H -3.76201 -3.49790 1.82627 0.31
H -2.69324 -2.81694 2.86184 0.30
H -4.29847 -0.75472 2.97383 0.27
H -5.20222 -1.67316 1.62993 0.38
H -1.38318 -0.21612 2.26497 0.59
H 0.24257 0.70664 -2.14860 0.10
H 0.14477 -2.71973 -0.06847 0.31
H 1.84732 -0.87646 -2.84170 0.30
H -2.23996 -0.87086 -2.20814 0.33
C 5.79816 -5.75586 0.93586 -0.36
C 5.43745 -6.65971 -0.05965 -0.42
C 4.49166 -6.30189 -1.01630 -0.41
C 3.91330 -5.03549 -0.98309 -0.22
C 4.27683 -4.13031 0.01033 0.11
C 5.21581 -4.49149 0.97235 -0.61
H 6.53319 -6.03644 1.68358 0.36
H 5.89347 -7.64444 -0.08943 0.36
H 4.20578 -7.00909 -1.78834 0.35
H 3.17924 -4.75448 -1.73201 0.34
H 3.82715 -3.14227 0.03525 0.08
H 5.49489 -3.78765 1.74969 0.37
C 1.43828 4.92186 -5.00780 -0.41
C 2.14515 3.89070 -4.39563 -0.43
C 1.73507 3.40432 -3.15744 -0.42
C 0.61115 3.94325 -2.53563 -0.30
C -0.09786 4.97192 -3.14963 -0.52
C 0.31776 5.46442 -4.38348 -0.35
H 1.76021 5.30320 -5.97149 0.37
H 3.01709 3.46633 -4.88358 0.37
H 2.29078 2.60453 -2.67686 0.50
H 0.28825 3.56075 -1.57180 0.47
H -0.97478 5.39077 -2.66548 0.37
H -0.23168 6.26994 -4.85938 0.37
C -0.94523 3.77090 3.01856 -0.56
C -1.69598 2.73677 2.46689 -0.16
C -2.92133 2.38745 3.02980 -0.27
C -3.39988 3.07978 4.13915 -0.45
C -2.65050 4.11623 4.68823 -0.43
C -1.42142 4.45926 4.13109 -0.40
H 0.01104 4.04070 2.58183 0.39
H -1.32551 2.20165 1.59736 0.39
H -3.50408 1.57614 2.60327 0.36
H -4.35686 2.81123 4.57513 0.37
H -3.02440 4.65693 5.55202 0.37
H -0.83535 5.26366 4.56295 0.38
```

Highest occupied orbital energy (hartree): -0.389
Total charge: +1
Multiplicity: 1
Frontier orbital gap (eV): 5.8

The molecule C4H8N4. Source: the OMol25 dataset; level of theory: ωB97M-V/def2-TZVPD.

The geometry in XYZ format:
```
16
Properties=species:S:1:pos:R:3:mulliken_charge:R:1
C 0.03323 1.83304 0.16146 -1.16
C 0.97919 -0.56129 -0.06900 0.49
C 0.43987 -1.80527 0.03827 -0.76
C -1.31908 -0.25324 -0.09165 0.32
H -0.91145 2.41765 -0.17529 0.31
H 0.90817 2.13145 -0.55542 0.46
H 0.07713 1.91646 1.24737 0.30
H 2.90125 -0.52207 -0.57939 0.22
H 2.33312 1.03717 0.12409 0.22
H 0.82494 -2.74551 0.14804 0.46
H -1.65664 -2.25491 0.19804 0.21
H -3.22663 -0.37588 -0.13512 0.17
N -0.10613 0.36494 -0.18958 0.04
N 2.17060 0.00152 -0.06643 -0.43
N -0.92583 -1.54908 0.09492 -0.11
N -2.52173 0.36500 -0.15030 -0.75
```

Highest occupied orbital energy (hartree): -0.249
Relative energy (zero: lowest compared OMol25 entry of this formula, charge and spin) (eV): 1.5943
Multiplicity: 1
Frontier orbital gap (eV): 7.6
SMILES string: [H]/N=c1\[nH]cc(N)n1C

| no. | largest force on an atom (eV/Å) |
| --- | --- |
| 1 | 1.314 |
| 2 | 4.843 |
| 3 | 9.270 |
| 4 | 4.878 |